Entry 1:
Molecular formula: C4H9F
Method: DFT, wB97M-V/def2-TZVPD

Last column: Mulliken charge in e.
Geometry (Å):
1 C -1.4477 0.5727 -0.4603  -1.08
2 C -0.1809 0.0886 0.6093  0.35
3 C 0.4167 1.3892 1.2676  -1.28
4 C 0.9053 -0.6428 -0.1940  -0.55
5 F 0.2958 -1.5002 -1.1296  -0.32
6 H -1.2071 -0.0545 -1.2978  0.34
7 H -1.4759 1.6263 -0.7018  0.32
8 H -2.4253 0.1026 -0.2266  0.30
9 H -0.4781 -0.7065 1.2611  0.29
10 H 0.6270 2.1132 0.4436  0.34
11 H 1.4105 1.2583 1.7828  0.32
12 H -0.2693 1.9615 1.9198  0.33
13 H 1.5274 -1.2876 0.4071  0.32
14 H 1.4674 0.0427 -0.7579  0.31

## Properties
**HOMO level**: -11.02 eV
**Energy relative to the best compared isomer or geometry (same formula, charge and spin)**: 29.0 kcal/mol
**Electronic energy**: -7010.454 eV
**Kohn-Sham gap**: 12.2 eV

***

Entry 2:
Molecular formula: C4H9F2N
Method: DFT, wB97M-V/def2-TZVPD

Last column: Mulliken charge in e.
Geometry (Å):
1 C 0.7243 0.6821 1.6962  -0.89
2 N -0.3400 0.4469 0.7488  -0.33
3 C 0.0113 -0.2190 -0.5369  0.04
4 C -0.8887 0.2237 -1.7026  -1.15
5 C 0.1962 -1.8800 -0.5320  0.23
6 F -1.0914 -2.4438 -0.4968  -0.29
7 F 0.7082 -2.2623 -1.6789  -0.23
8 H 1.6865 0.7824 1.2329  0.33
9 H 0.4245 1.6019 2.2126  0.30
10 H 0.9329 -0.0555 2.4778  0.29
11 H -1.0207 0.0129 1.3596  0.27
12 H 1.0145 0.0710 -0.8410  0.31
13 H -1.9518 0.0663 -1.3203  0.27
14 H -0.6406 -0.5797 -2.5085  0.31
15 H -0.7308 1.3631 -1.9917  0.30
16 H 0.7461 -2.2927 0.3947  0.23

## Properties
**HOMO level**: -9.06 eV
**Energy relative to the best compared isomer or geometry (same formula, charge and spin)**: 24.0 kcal/mol
**Electronic energy**: -11217.822 eV
**Kohn-Sham gap**: 10.1 eV

***

Entry 3:
Molecular formula: C4H9F2N
Method: DFT, wB97M-V/def2-TZVPD

Last column: Mulliken charge in e.
Geometry (Å):
1 C 0.8729 1.6714 -0.4605  -1.15
2 C 0.4993 0.4716 0.4199  -0.40
3 C -0.6492 -0.3055 -0.2601  0.11
4 C -0.8864 -1.6799 0.2168  -1.22
5 N -2.1385 0.6314 -0.1575  0.01
6 F -3.0902 -0.0342 -0.8939  -0.20
7 F -2.4743 0.4406 1.1410  -0.17
8 H 1.1921 1.3908 -1.4386  0.36
9 H 0.0394 2.3300 -0.4183  0.35
10 H 1.7477 2.1451 0.1256  0.31
11 H 1.2331 -0.3883 0.4048  0.24
12 H 0.4720 0.7954 1.4308  0.37
13 H -0.5347 -0.1800 -1.3433  0.36
14 H -1.1038 -1.4865 1.3300  0.27
15 H -1.7801 -2.1068 -0.2286  0.38
16 H 0.0481 -2.1584 0.0924  0.38

## Properties
**HOMO level**: -9.75 eV
**Energy relative to the best compared isomer or geometry (same formula, charge and spin)**: 102.1 kcal/mol
**Electronic energy**: -11214.435 eV
**Kohn-Sham gap**: 10.8 eV